Entry A
{"formula": "C4H11NO4S", "method": "ωB97M-V/def2-TZVPD", "molar_mass_g_mol": 169.20, "total_charge": 0, "orbital_gap_ev": 8.48, "species": ["C", "C", "C", "C", "N", "O", "O", "O", "O", "S", "H", "H", "H", "H", "H", "H", "H", "H", "H", "H", "H"], "coordinates": [[0.2025, 1.9279, -1.0841], [-1.4532, -0.2846, -0.2101], [-1.1282, -1.5682, 0.4404], [0.4419, 0.6854, -0.1428], [0.9195, 0.9275, 1.1209], [0.9883, -0.8963, -2.2463], [2.7756, 0.1682, -1.0544], [-0.0205, -1.5432, 1.2934], [-2.2070, -2.1311, 1.2083], [1.4191, -0.7215, -0.8842], [-0.4363, 1.5285, -2.0305], [-0.3527, 2.7686, -0.5899], [1.1419, 2.2328, -1.4701], [-2.0023, 0.3703, 0.4612], [-1.7028, -0.0672, -1.1780], [-0.9503, -2.3165, -0.4930], [0.9230, 1.9497, 1.4913], [3.0478, 0.5642, -0.1717], [0.9988, 0.1993, 1.8479], [0.0094, -2.3544, 1.8612], [-2.6145, -1.4394, 1.8305]]}

=====

Entry B
{"formula": "C4H11NO4S", "method": "ωB97M-V/def2-TZVPD", "molar_mass_g_mol": 169.20, "total_charge": 0, "orbital_gap_ev": 10.07, "species": ["C", "C", "C", "C", "N", "O", "O", "O", "O", "S", "H", "H", "H", "H", "H", "H", "H", "H", "H", "H", "H"], "coordinates": [[1.4683, 0.4569, -1.1071], [2.0292, -0.0917, 1.2784], [-3.6415, 0.9013, -0.5378], [2.1911, -0.5160, -0.1761], [1.4614, -2.6773, 0.5301], [-3.3271, -1.3955, 0.4861], [-1.2047, -0.0881, 0.0765], [0.6282, -3.4915, 0.3027], [1.5581, -1.8142, -0.5821], [-2.4656, -0.4753, -0.5212], [1.5480, 0.0260, -2.1230], [0.4326, 0.6207, -0.8423], [2.0143, 1.4090, -1.1608], [2.3221, 0.9116, 1.1994], [2.6443, -0.6378, 2.0375], [0.9605, -0.1842, 1.5506], [-4.5859, 0.7396, -0.0534], [-3.2147, 1.9786, -0.3920], [-3.7587, 0.9891, -1.5905], [3.1987, -0.5225, -0.4917], [-2.7257, -1.9345, 0.9235]]}

=====

Least stable structure: entry B

=====

Entry A
{"formula": "C5H13N2S", "method": "ωB97M-V/def2-TZVPD", "molar_mass_g_mol": 133.24, "total_charge": -1, "orbital_gap_ev": 2.99, "species": ["N", "C", "C", "S", "C", "N", "C", "C", "H", "H", "H", "H", "H", "H", "H", "H", "H", "H", "H", "H", "H"], "coordinates": [[-1.5333, -1.0381, -1.1510], [-1.3164, -0.0043, 0.2008], [-3.0977, 0.2298, 0.8148], [-4.5336, 0.3924, -0.3219], [-0.4082, -0.4855, 1.2185], [3.2637, 1.8151, -0.2483], [2.1155, 1.0128, -0.5716], [2.3719, -0.5391, -0.6082], [-0.8512, -1.6921, -0.5548], [-2.4886, -1.4574, -1.1149], [-1.0884, 1.0811, -0.2812], [-3.1454, -0.6349, 1.5287], [-3.1895, 1.1247, 1.4596], [-0.3832, -1.5340, 1.5037], [-0.2251, 0.1443, 2.0254], [4.0383, 1.4950, -0.8524], [1.5500, 1.4261, -1.4829], [1.3998, 1.2627, 0.2668], [1.8876, -1.0864, 0.1806], [3.4127, -0.5805, -0.4222], [2.2211, -0.9317, -1.5895]]}

=====

Entry B
{"formula": "C5H13N2S", "method": "ωB97M-V/def2-TZVPD", "molar_mass_g_mol": 133.24, "total_charge": -1, "orbital_gap_ev": 6.72, "species": ["C", "C", "C", "N", "H", "H", "H", "H", "H", "H", "H", "C", "C", "S", "N", "H", "H", "H", "H", "H", "H"], "coordinates": [[1.0240, -1.8493, 0.0924], [1.8067, -1.1893, 1.2367], [2.8002, 0.8951, 0.8025], [2.9416, -0.3946, 0.7187], [0.4086, -2.6978, 0.4632], [0.4404, -1.0002, -0.4172], [1.6910, -2.3642, -0.6273], [2.3153, -1.9287, 1.9673], [1.1532, -0.6362, 1.9593], [1.9441, 1.4106, 1.2391], [3.6818, 1.4290, 0.4218], [-1.9252, 0.7337, -1.5018], [-1.8016, 1.7609, -0.3501], [-0.8189, 1.1012, 1.0164], [-2.4932, -0.5413, -1.0244], [-0.9144, 0.4750, -1.8326], [-2.4360, 1.1800, -2.4398], [-2.7871, 2.1031, 0.0505], [-1.4016, 2.6780, -0.7927], [-3.5269, -0.4749, -0.9012], [-2.1020, -0.6902, -0.0808]]}

=====

Entry C
{"formula": "C5H13N2S", "method": "ωB97M-V/def2-TZVPD", "molar_mass_g_mol": 133.24, "total_charge": -1, "orbital_gap_ev": 6.44, "species": ["C", "C", "C", "S", "H", "H", "H", "H", "H", "H", "H", "C", "C", "N", "N", "H", "H", "H", "H", "H", "H"], "coordinates": [[1.3102, -2.6034, 0.5395], [2.3257, -1.6365, -0.0788], [2.5556, -0.3923, 0.7823], [1.0055, 0.4969, 1.1425], [1.7174, -3.0512, 1.4335], [1.0124, -3.4041, -0.1741], [0.4267, -2.0014, 0.8201], [3.2851, -2.1686, -0.2754], [1.9495, -1.2670, -1.0409], [3.2735, 0.2725, 0.2810], [3.0361, -0.6848, 1.7738], [-2.6579, 2.0735, -0.2457], [-1.7999, 1.3448, -0.9717], [-0.5022, 1.7631, -1.3960], [-3.8946, 1.5393, 0.2251], [-2.4180, 3.1203, 0.0670], [-2.0377, 0.2760, -1.2069], [-0.2543, 1.4432, -2.3138], [0.1600, 1.4113, -0.7066], [-4.6536, 2.2049, 0.1664], [-3.8393, 1.2634, 1.1786]]}

=====

Least stable structure: entry A